1.
The following is a DFT calculation (the ωB97M-V functional and the def2-TZVPD basis) of a structure of composition C26H56CsO3P.

Values from the calculation:
- lowest unoccupied orbital energy (eV) = -0.69
- E_HOMO (hartree) = -0.239
- total energy (eV) = -43828.75824

```
! RIJCOSX wB97M-V def2-TZVPD def2/J DEFGRID3
* xyz 0 1
C 5.434 2.905 0.002
C 6.743 2.022 -0.530
C 7.755 1.899 0.758
C 7.720 0.453 1.529
C 6.225 -0.176 1.765
C 6.291 -1.760 1.284
C 5.382 -2.714 2.299
C 3.767 -2.505 2.040
C 3.241 -3.274 0.655
C 1.604 -3.167 0.631
C 0.868 -4.197 -0.420
C -0.636 -3.581 -0.801
C -0.662 -3.217 -2.399
C 0.129 -1.794 -2.598
C -0.703 -0.644 -3.419
C -2.241 -0.398 -2.887
C -2.359 0.681 -1.658
O -1.691 1.902 -2.116
C -0.796 2.482 -1.106
C 0.100 3.727 -1.771
C 1.677 3.715 -1.271
C -2.235 0.170 -0.110
O -3.467 0.459 0.697
P -4.783 0.344 -0.490
C -5.366 1.967 0.340
C -6.995 2.069 0.545
C -7.656 0.824 1.394
C -8.694 1.340 2.599
C -10.058 0.402 2.696
O -3.802 1.083 -1.765
H 4.457 2.235 -0.002
H 5.568 3.313 1.098
H 5.201 3.830 -0.677
H 6.413 0.972 -0.927
H 7.251 2.697 -1.368
H 7.643 2.803 1.529
H 8.861 2.017 0.324
H 8.181 0.642 2.614
H 8.481 -0.297 1.007
H 5.997 -0.215 2.934
H 5.346 0.430 1.286
H 7.409 -2.155 1.395
H 5.966 -1.867 0.162
H 5.649 -3.869 2.195
H 5.625 -2.407 3.420
H 3.482 -1.353 1.910
H 3.093 -2.917 2.909
H 3.629 -2.690 -0.302
H 3.573 -4.400 0.651
H 1.345 -2.068 0.267
H 1.124 -3.253 1.720
H 1.500 -4.267 -1.409
H 0.779 -5.269 0.090
H -0.754 -2.609 -0.132
H -1.510 -4.309 -0.455
H -0.038 -4.068 -2.954
H -1.730 -3.241 -2.891
H 0.518 -1.309 -1.601
H 1.100 -2.034 -3.241
H -0.779 -0.972 -4.544
H -0.029 0.333 -3.401
H -2.835 0.068 -3.810
H -2.821 -1.374 -2.596
H 0.020 1.717 -0.688
H -1.371 2.922 -0.187
H -0.331 4.793 -1.461
H 0.085 3.692 -2.944
H 1.767 4.247 -0.214
H 2.397 4.336 -1.992
H 2.105 2.628 -1.123
H -2.358 -1.010 -0.239
H -1.217 0.223 0.465
H -5.397 -0.566 0.485
H -5.907 0.322 -1.417
H -4.352 -0.885 -1.109
H -4.984 2.862 -0.312
H -4.866 2.113 1.414
H -7.572 2.256 -0.483
H -7.186 3.046 1.191
H -6.877 0.129 1.930
H -8.360 0.231 0.636
H -8.922 2.486 2.526
H -8.111 1.167 3.620
H -9.808 -0.688 3.107
H -10.675 0.389 1.701
H -10.732 0.897 3.535
Cs 0.168 -0.722 0.464
*
```

Löwdin atomic charge list, values in e, 8 entries:
1. C -0.1531
2. C -0.2329
3. C -0.2413
4. C -0.2192
5. C -0.2026
6. C -0.2041
7. C -0.2104
8. C -0.2100

---

2.
The following is a DFT calculation (the ωB97M-V functional and the def2-TZVPD basis) of a cluster of 12 separate species, C5H35N2O12 in total.

Values from the calculation:
- lowest unoccupied orbital energy (eV) = -2.44
- E_HOMO (hartree) = -0.480
- total energy (eV) = -33298.74327
- relative energy (zero: lowest compared OMol25 entry of this formula, charge and spin) (eV) = 1.822

```
! RIJCOSX wB97M-V def2-TZVPD def2/J DEFGRID3
* xyz 1 1
O 2.664 -0.456 0.474
C 2.055 0.614 0.344
N 2.497 1.730 0.937
C 1.891 3.044 0.709
C 0.837 0.726 -0.558
N 0.759 -0.450 -1.534
C 0.119 0.083 -2.821
C -1.370 0.147 -2.582
H 3.132 1.588 1.706
H 2.575 3.769 1.139
H 1.781 3.248 -0.364
H 0.870 3.071 1.084
H -0.070 0.745 0.038
H 1.004 1.569 -1.223
H 0.135 -1.173 -1.178
H 1.723 -0.801 -1.760
H 0.530 1.065 -3.019
H 0.379 -0.560 -3.658
H -1.885 0.156 -3.562
H -1.788 1.014 -2.077
H -1.755 -0.658 -1.954
H 4.702 1.220 -0.171
H 4.408 -0.201 -0.569
O 4.714 0.634 -0.932
H -4.259 -0.767 0.868
H -3.949 -0.697 2.377
O -3.881 -0.179 1.566
H -0.058 -3.231 -1.207
H -0.086 -3.034 0.371
O -0.535 -2.825 -0.457
H -0.523 -0.792 2.028
H -1.987 -0.373 1.969
O -1.200 -0.243 2.540
H 0.076 0.639 3.034
H 0.712 0.341 4.378
O 0.860 0.870 3.588
H 3.193 -1.764 -0.636
H 3.968 -1.616 -1.947
O 3.090 -1.815 -1.598
H 1.226 -1.714 2.767
H 1.741 -1.488 1.327
O 0.903 -1.726 1.858
H 1.253 -4.205 -3.201
H -0.201 -4.461 -3.133
O 0.463 -3.863 -2.761
H -4.438 -1.728 -1.209
H -4.598 -2.710 -0.133
O -4.859 -1.804 -0.346
H -2.063 3.329 1.228
H -1.198 4.689 1.408
O -1.317 3.868 0.931
H -4.216 1.717 1.558
H -4.197 2.871 2.602
O -3.828 2.590 1.760
*
```

natural (NBO) atomic charge list, values in e, 8 entries:
1. O -0.7562
2. C 0.7299
3. N -0.5579
4. C -0.4385
5. C -0.3328
6. N -0.5615
7. C -0.2111
8. C -0.6630

---

3.
The following is a DFT calculation (the ωB97M-V functional and the def2-TZVPD basis) of a cluster of 2 separate species, C3H9BO2 in total.

Values from the calculation:
- lowest unoccupied orbital energy (eV) = 0.35
- E_HOMO (hartree) = -0.308
- total energy (eV) = -8025.23413
- relative energy (zero: lowest compared OMol25 entry of this formula, charge and spin) (eV) = 4.904

```
! RIJCOSX wB97M-V def2-TZVPD def2/J DEFGRID3
* xyz 0 1
B -0.196 0.661 0.083
C 1.873 -1.059 0.542
C -1.925 1.274 -1.507
C 1.055 0.241 0.895
O -2.215 -0.744 0.626
O -0.665 1.362 -0.856
H 1.083 -1.812 0.250
H 2.561 -0.748 -0.361
H 2.453 -1.382 1.299
H -1.935 0.730 -2.373
H -2.297 2.173 -1.656
H -2.432 0.589 -0.877
H 0.755 0.248 1.860
H 1.920 1.060 0.835
H -1.815 -1.711 0.621
*
```

natural (NBO) atomic charge list, values in e, 8 entries:
1. B 1.3372
2. C -0.5591
3. C -0.2602
4. C -0.8597
5. O -1.1520
6. O -0.7130
7. H 0.2190
8. H 0.2051

---

| no. | strongest force on any atom (Eh/bohr) |
| --- | --- |
| 1 | 0.178 |
| 2 | 0.048 |
| 3 | 0.118 |